Record 1
The following is a DFT calculation (ωB97M-V/def2-TZVPD) of 17 unconnected molecules or ions with the total composition C47H133N5O22.

## Properties
LUMO energy, eV: 0.4
Strongest force on any atom, hartree/bohr: 0.0543
Gap between HOMO and LUMO, eV: 8.8
Net charge: 0
Electronic energy, a.u.: -3799.11733

Element x y z (Å)
1 C 1.49774 -0.69760 3.82146
2 O 1.61522 -1.37604 5.02463
3 H 0.45043 -0.48222 3.60969
4 H 1.96402 0.28421 3.90345
5 H 1.95933 -1.22745 2.98822
6 H 1.28650 -0.81196 5.72845
7 C -1.37699 3.00728 -2.71784
8 O -2.35777 2.43441 -1.85702
9 H -1.80175 3.79769 -3.33666
10 H -0.61126 3.48750 -2.10862
11 H -0.82561 2.22937 -3.24597
12 H -1.88434 1.88652 -1.22671
13 C -8.21612 1.45343 1.31050
14 O -9.44265 1.58751 0.63938
15 H -7.47244 2.16323 0.94827
16 H -8.30044 1.80593 2.33847
17 H -7.70693 0.49001 1.33607
18 H -9.88653 2.43871 0.64457
19 C 5.21799 -0.32661 4.70337
20 O 6.30887 -1.02008 5.34194
21 H 4.24841 -0.72892 4.99687
22 H 5.28052 0.74024 4.91795
23 H 5.28178 -0.44335 3.62151
24 H 6.11082 -1.95943 5.33872
25 C -4.42076 2.95520 3.45440
26 O -5.69113 2.45549 3.23782
27 H -4.15785 3.01213 4.51068
28 H -3.60777 2.41688 2.96720
29 H -4.40024 3.97546 3.07135
30 H -5.75800 1.62455 3.71393
31 C -5.25083 3.77493 -0.03617
32 O -5.05326 3.31553 -1.42202
33 H -6.08672 4.47441 -0.02664
34 H -5.60039 3.00596 0.65273
35 H -4.34453 4.22356 0.37059
36 H -4.21976 2.84411 -1.49019
37 C 3.34251 5.07156 2.79345
38 O 4.40185 4.16503 2.98789
39 H 2.86420 5.29510 3.74704
40 H 3.75499 6.03971 2.50945
41 H 2.58364 4.62901 2.14819
42 H 4.89969 4.32637 3.79270
43 C 5.70929 -6.43028 2.29209
44 O 5.10645 -5.25214 1.78646
45 C 5.97115 -4.15327 1.85877
46 C 5.07066 -2.84859 1.64817
47 N 4.52569 -2.94706 0.32342
48 C 3.63412 -1.85607 -0.09418
49 C 3.04593 -2.19057 -1.49563
50 O 2.16257 -3.24952 -1.40568
51 C 1.48308 -3.57612 -2.60299
52 H 6.65638 -6.65455 1.80136
53 H 5.00082 -7.23786 2.10775
54 H 5.90809 -6.30788 3.35681
55 H 6.72582 -4.33218 1.09290
56 H 6.50225 -4.09360 2.80874
57 H 5.65677 -1.93008 1.67872
58 H 4.25996 -2.76000 2.37136
59 H 4.03762 -3.83078 0.35398
60 H 4.21090 -0.93521 -0.18061
61 H 2.85966 -1.72655 0.66182
62 H 3.90898 -2.38069 -2.13367
63 H 2.51728 -1.34520 -1.93605
64 H 0.74711 -4.35406 -2.39992
65 H 2.18219 -4.05253 -3.29028
66 H 1.03462 -2.72850 -3.12117
67 C -4.60825 -0.27223 1.00113
68 O -3.24725 -0.39476 0.63571
69 C -2.50485 0.69699 1.19831
70 C -1.03981 0.43707 0.93069
71 N -0.82193 0.48017 -0.55590
72 C 0.58419 0.17710 -0.87125
73 C 1.68076 1.14210 -0.43731
74 O 2.30030 0.78761 0.83368
75 C 3.45485 1.59356 1.16877
76 H -5.07816 0.69840 0.84255
77 H -4.71377 -0.60197 2.03469
78 H -5.10547 -1.03588 0.40303
79 H -2.55899 0.64030 2.28548
80 H -2.84619 1.66540 0.83258
81 H -0.74337 -0.50389 1.39417
82 H -0.35823 1.10349 1.45931
83 H -1.36810 -0.28350 -0.92821
84 H 0.68015 0.12232 -1.95563
85 H 0.88239 -0.80012 -0.49149
86 H 1.35699 2.18290 -0.43481
87 H 2.45299 1.18656 -1.20528
88 H 4.08152 1.05650 1.88078
89 H 3.06483 2.47850 1.67162
90 H 4.10703 1.83940 0.33072
91 C -4.63934 -5.07489 -4.10886
92 O -3.95876 -4.03988 -4.83310
93 C -4.79384 -3.26532 -5.74491
94 C -4.04946 -1.96951 -6.18111
95 N -3.02620 -2.05745 -7.22834
96 C -1.86144 -2.94524 -6.86306
97 C -1.03985 -2.47891 -5.64066
98 O -0.76050 -1.16062 -5.87396
99 C -0.18988 -0.54767 -4.75484
100 H -3.96910 -5.51892 -3.37283
101 H -5.09633 -5.79702 -4.78547
102 H -5.44416 -4.72299 -3.46347
103 H -5.71888 -3.02142 -5.22249
104 H -5.02608 -3.82527 -6.65080
105 H -3.65820 -1.49573 -5.28082
106 H -4.77277 -1.24065 -6.54674
107 H -2.60303 -1.14087 -7.25845
108 H -1.17392 -2.97002 -7.70851
109 H -2.22708 -3.96081 -6.71140
110 H -0.13787 -3.07658 -5.50909
111 H -1.70085 -2.56694 -4.77842
112 H 0.76795 -0.99264 -4.48526
113 H -0.83587 -0.73530 -3.89717
114 H -0.02716 0.51219 -4.95064
115 C 6.83353 2.15323 2.21139
116 O 7.84134 1.48512 1.47851
117 C 7.32596 0.45205 0.62467
118 C 8.28358 0.12277 -0.37628
119 N 8.30704 1.17107 -1.38609
120 C 9.38104 0.99831 -2.30267
121 C 9.49182 2.10209 -3.41308
122 O 9.56954 3.33437 -2.68373
123 C 9.83154 4.45002 -3.55233
124 H 6.18570 2.74757 1.56705
125 H 7.32062 2.73649 2.99282
126 H 6.13516 1.49607 2.72959
127 H 6.38078 0.74727 0.16906
128 H 7.18566 -0.50630 1.12467
129 H 7.99205 -0.84085 -0.79406
130 H 9.26261 -0.00713 0.08495
131 H 8.46399 2.05063 -0.91510
132 H 9.29883 0.02817 -2.79275
133 H 10.34717 1.00125 -1.79801
134 H 8.62376 1.96885 -4.05869
135 H 10.33279 2.00118 -4.09914
136 H 10.85287 4.28479 -3.89540
137 H 9.84318 5.35264 -2.94140
138 H 9.12808 4.63771 -4.36351
139 C -6.45759 -0.81038 -3.05403
140 O -5.13500 -0.52781 -3.61475
141 C -4.11494 -0.52790 -2.64030
142 C -3.65277 -1.96615 -2.31040
143 N -2.51452 -2.08941 -1.40706
144 C -2.07934 -3.42038 -1.20277
145 C -1.23947 -3.48382 0.08809
146 O -2.01153 -3.13001 1.20843
147 C -2.61102 -4.25787 1.85039
148 H -6.79976 -0.12713 -2.27673
149 H -6.52516 -1.83235 -2.68105
150 H -7.07408 -0.73970 -3.95016
151 H -4.44597 0.05881 -1.78339
152 H -3.29518 0.07690 -3.02799
153 H -3.36291 -2.48072 -3.22652
154 H -4.52268 -2.48323 -1.90548
155 H -2.81306 -1.71952 -0.51590
156 H -1.43455 -3.63224 -2.05567
157 H -2.85588 -4.18348 -1.25527
158 H -0.51421 -2.67596 -0.00925
159 H -0.68357 -4.41002 0.23377
160 H -3.17171 -3.76210 2.64282
161 H -1.79079 -4.88253 2.20412
162 H -3.28894 -4.73026 1.13950
163 C -2.26668 6.10723 0.95562
164 C -1.09441 5.09015 1.13729
165 O -0.26752 5.44083 2.23012
166 H -2.95854 6.08450 1.79758
167 H -2.88462 5.82959 0.10171
168 H -1.90076 7.11065 0.73797
169 H -0.45332 5.00086 0.26029
170 H -1.62020 4.14160 1.24629
171 H 0.10795 6.31711 2.11714
172 C -8.83938 -2.39536 1.24090
173 C -7.78330 -2.53785 2.34358
174 O -8.14088 -1.88558 3.56625
175 H -9.19915 -1.37361 1.11970
176 H -9.73484 -2.99035 1.42045
177 H -8.50777 -2.82982 0.29783
178 H -6.82581 -2.16878 1.97603
179 H -7.56124 -3.59002 2.52169
180 H -8.78690 -2.38488 4.07117
181 C -4.40269 -1.68457 4.83743
182 C -5.32050 -0.56689 5.38436
183 O -6.14018 -0.00534 4.38023
184 H -5.00832 -2.16918 4.07162
185 H -4.14765 -2.38141 5.63584
186 H -3.53495 -1.21045 4.37879
187 H -4.83200 0.16188 6.03118
188 H -6.03264 -1.03753 6.06219
189 H -6.73666 -0.69832 4.08770
190 C 4.11310 2.00136 -3.77567
191 C 5.56615 1.84580 -3.36259
192 O 5.71157 2.07256 -1.96652
193 H 3.40667 1.28974 -3.34828
194 H 3.89162 2.09507 -4.83881
195 H 3.78739 2.94480 -3.33757
196 H 6.20778 2.58581 -3.84093
197 H 5.82156 0.83053 -3.66607
198 H 6.57691 1.75735 -1.69554
199 C 0.69442 3.13297 5.20812
200 C -0.20990 2.61531 4.05495
201 O -1.31483 3.51100 3.77790
202 H 1.17813 4.03349 4.82974
203 H 1.38726 2.42365 5.66083
204 H 0.07220 3.48724 6.02996
205 H -0.57308 1.61474 4.28958
206 H 0.42804 2.41051 3.19519
207 H -0.91689 4.27585 3.35570

These are the Mulliken partial charges, in e, on atoms 1 to 99:
1. C 0.22
2. O -0.61
3. H 0.08
4. H 0.11
5. H -0.14
6. H 0.35
7. C -0.50
8. O -0.33
9. H 0.37
10. H 0.15
11. H -0.14
12. H 0.25
13. C -0.07
14. O -0.57
15. H 0.04
16. H 0.40
17. H -0.10
18. H 0.31
19. C 0.14
20. O -0.59
21. H 0.27
22. H 0.27
23. H -0.33
24. H 0.30
25. C -0.39
26. O -0.42
27. H 0.50
28. H -0.02
29. H 0.19
30. H 0.40
31. C 0.57
32. O -0.59
33. H 0.50
34. H -0.45
35. H -0.50
36. H 0.33
37. C -0.48
38. O -0.38
39. H 0.24
40. H 0.35
41. H 0.06
42. H 0.27
43. C -0.81
44. O -0.29
45. C -0.82
46. C 0.68
47. N -0.30
48. C 0.75
49. C -0.45
50. O -0.25
51. C -1.11
52. H 0.32
53. H 0.23
54. H 0.31
55. H 0.37
56. H 0.46
57. H -0.55
58. H 0.01
59. H 0.42
60. H -0.23
61. H -0.38
62. H 0.73
63. H -0.23
64. H 0.38
65. H 0.43
66. H 0.27
67. C 0.14
68. O -0.27
69. C -0.77
70. C 0.49
71. N 1.54
72. C 0.18
73. C -0.85
74. O 0.80
75. C -0.08
76. H -0.27
77. H -0.01
78. H 0.47
79. H 0.25
80. H -0.02
81. H -0.07
82. H -0.43
83. H -0.69
84. H -0.16
85. H -0.35
86. H 0.61
87. H -0.33
88. H -0.27
89. H -0.42
90. H 0.21
91. C -0.92
92. O -0.19
93. C -0.90
94. C -0.52
95. N -0.45
96. C -1.37
97. C 1.10
98. O -0.50
99. C -0.36

***

Record 2
The following is a DFT calculation (ωB97M-V/def2-TZVPD) of a molecular structure, C17H19Cl3IrN2O7.

## Properties
LUMO energy (alpha / beta), eV: 4.0 / 1.4
Strongest force on any atom, hartree/bohr: 0.1243
Gap between HOMO and LUMO (alpha / beta), eV: 3.5 / 4.4
Spin multiplicity: 6
Net charge: -2
Electronic energy, a.u.: -2780.07196
Energy relative to the best compared isomer or geometry (same formula, charge and spin), kcal/mol: 1.4

Element x y z (Å)
1 C -0.69449 0.48125 -2.56463
2 C -0.92419 -0.84659 -3.20385
3 C 0.34631 -1.39796 -3.56745
4 C -2.20523 -1.29334 -3.79655
5 C 1.36030 -0.47743 -3.28342
6 C 0.78429 0.72584 -2.72661
7 C 1.37222 1.93386 -2.50042
8 C -1.61069 1.61710 -2.86692
9 C 0.49582 -2.71264 -4.23195
10 C 2.80088 -0.66605 -3.52870
11 Ir -0.85712 -0.70979 -0.95226
12 Cl -1.70379 -2.75356 -0.79964
13 Cl -3.02424 0.05264 -0.70907
14 Cl 1.15123 -1.75878 -0.53119
15 H -3.03963 -0.68366 -3.45013
16 H -2.41483 -2.32856 -3.50960
17 H -2.15201 -1.24680 -4.89515
18 H -0.10285 -3.48986 -3.74162
19 H 1.53727 -3.04013 -4.20737
20 H 0.17368 -2.67468 -5.28201
21 H 3.17512 -1.62070 -3.13205
22 H 3.34389 0.15091 -3.04666
23 H 3.01150 -0.65420 -4.60905
24 H 2.44820 1.97936 -2.37460
25 H 0.64684 3.55874 -0.49325
26 H 0.76596 2.83758 -2.46064
27 H -2.65802 1.32718 -2.75396
28 H -1.40062 1.95176 -3.88855
29 H -1.38736 2.42178 -2.16847
30 O 0.93677 3.75469 0.41260
31 H 1.19410 2.88067 0.77082
32 O 1.05687 0.87490 1.20760
33 C 0.13068 0.24445 1.72399
34 O -0.84744 -0.37067 1.11815
35 C 0.03015 0.14187 3.26339
36 C -1.15055 0.54883 3.89218
37 C -1.22148 0.58931 5.30782
38 C -0.18773 0.08739 6.10443
39 C 0.96164 -0.38697 5.46341
40 C 1.08384 -0.34968 4.05159
41 N 2.02614 -0.92849 6.27074
42 O 1.87899 -0.92562 7.51422
43 O 3.04382 -1.37886 5.70642
44 N -2.33443 1.23657 5.94916
45 O -3.24133 1.71816 5.24040
46 O -2.33930 1.30142 7.19846
47 H -2.00598 0.87067 3.30136
48 H -0.25549 0.11161 7.18973
49 H 2.00228 -0.70351 3.58932

Which charges does Mulliken predict for the atoms? In e, they are:
1. C 0.41
2. C 1.54
3. C 0.54
4. C -1.62
5. C 1.02
6. C 0.55
7. C -1.95
8. C -1.95
9. C -2.02
10. C -1.67
11. Ir 1.16
12. Cl -0.46
13. Cl -0.51
14. Cl -0.52
15. H 0.36
16. H 0.34
17. H 0.33
18. H 0.35
19. H 0.44
20. H 0.30
21. H 0.34
22. H 0.39
23. H 0.31
24. H 0.10
25. H 0.33
26. H 0.44
27. H 0.43
28. H 0.38
29. H 0.48
30. O -0.69
31. H 0.42
32. O -0.75
33. C 0.43
34. O -0.58
35. C 0.58
36. C -0.63
37. C 0.36
38. C -0.54
39. C -0.23
40. C -0.76
41. N 0.89
42. O -0.82
43. O -0.81
44. N 0.84
45. O -0.51
46. O -0.51
47. H 0.48
48. H 0.50
49. H 0.48